C25H65N2O24P6 | wB97M-V/def2-TZVPD

Values from the calculation:
**Charge**: +1
**LUMO**: -4.689 eV
**HOMO energy**: -0.400 hartree
**2S+1**: 1

Each line ends with the Mulliken charge.
Element x y z (Å)
C -4.509 4.577 4.175  -1.002
C -3.266 3.861 3.427  -0.293
N -2.260 4.872 2.882  -0.290
C -2.438 4.762 1.408  0.268
C -3.821 5.083 0.708  -0.033
C -3.871 4.876 -0.839  -0.630
C -2.584 4.410 -1.557  -0.217
N -1.367 4.167 -0.846  0.105
C -1.198 4.314 0.582  -0.257
H -4.076 5.228 5.018  0.255
H -5.223 3.782 4.613  0.360
H -5.108 5.224 3.452  0.184
H -2.749 3.182 4.206  0.294
H -3.647 3.144 2.606  0.315
H -1.337 4.474 3.153  0.361
H -4.703 5.433 1.337  0.284
H -4.871 5.081 -1.343  0.386
H -2.597 4.280 -2.685  0.382
H -0.534 3.884 -1.391  0.156
H -0.187 4.109 1.055  0.345
C 3.513 -0.658 -4.726  -0.742
O 2.506 0.308 -4.415  -0.291
P 3.020 1.569 -3.364  1.196
O 1.583 2.082 -3.287  -0.690
O 3.807 2.320 -4.589  -0.362
C 3.117 2.561 -5.808  -0.648
O 3.561 2.790 -2.292  -0.353
C 2.959 2.777 -1.008  -0.306
H 3.153 -1.285 -5.542  0.335
H 4.442 -0.174 -5.038  0.403
H 3.704 -1.282 -3.850  0.133
H 2.035 2.581 -5.678  0.324
H 3.385 1.787 -6.529  0.251
H 3.441 3.527 -6.202  0.255
H 2.932 1.762 -0.609  0.341
H 1.950 3.187 -1.064  -0.144
H 3.553 3.405 -0.342  0.296
C 8.263 -4.218 -2.355  -0.808
O 7.608 -3.715 -3.518  -0.161
P 8.615 -2.800 -4.579  0.960
O 7.393 -2.441 -5.422  -0.634
O 9.293 -4.175 -5.158  -0.347
C 8.447 -5.229 -5.597  -0.574
O 9.654 -1.905 -5.607  -0.295
C 9.366 -0.516 -5.718  -0.621
H 7.602 -4.934 -1.867  0.229
H 9.197 -4.723 -2.615  0.369
H 8.472 -3.396 -1.666  0.298
H 7.452 -4.878 -5.873  0.290
H 8.365 -5.975 -4.805  0.232
H 8.907 -5.699 -6.468  0.255
H 9.182 -0.082 -4.734  0.312
H 8.503 -0.360 -6.366  0.250
H 10.230 -0.022 -6.167  0.248
C 3.316 -4.196 -2.789  -0.695
O 1.908 -4.284 -2.990  -0.305
P 0.998 -4.838 -1.641  0.985
O -0.275 -4.888 -2.478  -0.653
O 1.134 -3.377 -0.910  -0.272
C 0.775 -2.214 -1.640  -0.526
O 0.214 -5.440 -0.239  -0.255
C -0.382 -6.726 -0.371  -0.698
H 3.751 -3.652 -3.627  0.140
H 3.552 -3.663 -1.863  0.363
H 3.744 -5.201 -2.752  0.343
H 0.087 -2.428 -2.458  0.358
H 1.682 -1.750 -2.036  0.099
H 0.297 -1.507 -0.958  0.261
H 0.302 -7.415 -0.869  0.341
H -1.316 -6.655 -0.929  0.307
H -0.604 -7.107 0.627  0.212
C -5.883 9.758 -1.160  -0.706
O -6.326 9.572 0.182  -0.283
P -5.082 9.616 1.370  1.106
O -6.085 9.205 2.443  -0.656
O -4.995 11.250 1.282  -0.375
C -6.190 12.011 1.398  -0.653
O -3.800 9.628 2.502  -0.366
C -3.562 8.390 3.149  -0.383
H -6.755 9.912 -1.796  0.252
H -5.230 10.632 -1.243  0.359
H -5.345 8.868 -1.498  0.232
H -6.980 11.471 1.921  0.343
H -6.535 12.289 0.400  0.247
H -5.964 12.925 1.951  0.254
H -3.563 7.574 2.424  0.014
H -4.317 8.213 3.917  0.303
H -2.584 8.435 3.631  0.329
C 1.627 -2.674 5.304  -0.748
O 1.728 -1.557 4.422  -0.291
P 0.351 -0.526 4.396  1.062
O 0.931 0.285 3.241  -0.635
O 0.776 0.149 5.828  -0.336
C 2.089 0.670 5.982  -0.625
O -1.102 0.385 4.431  -0.330
C -1.863 0.370 3.232  -0.699
H 2.610 -3.136 5.391  0.247
H 1.295 -2.364 6.298  0.365
H 0.923 -3.403 4.895  0.287
H 2.552 0.925 5.028  0.321
H 2.706 -0.065 6.503  0.244
H 2.033 1.571 6.596  0.250
H -1.946 -0.645 2.843  0.399
H -1.406 1.023 2.487  0.245
H -2.863 0.747 3.456  0.238
C -4.749 -9.594 4.624  -0.724
O -5.553 -9.155 3.532  -0.292
P -4.719 -8.233 2.341  0.935
O -6.021 -7.927 1.610  -0.654
O -4.032 -9.584 1.716  -0.311
C -4.864 -10.678 1.358  -0.643
O -3.777 -7.290 1.261  -0.160
C -4.124 -5.914 1.186  -0.632
H -5.316 -10.323 5.202  0.242
H -3.827 -10.066 4.272  0.341
H -4.502 -8.743 5.264  0.288
H -5.894 -10.373 1.165  0.347
H -4.847 -11.418 2.160  0.236
H -4.460 -11.138 0.454  0.247
H -4.265 -5.501 2.186  0.322
H -5.031 -5.783 0.594  0.299
H -3.310 -5.380 0.692  0.168

C25H66BO20 | wB97M-V/def2-TZVPD

Values from the calculation:
**Charge**: -1
**LUMO**: 2.040 eV
**HOMO energy**: -0.275 hartree
**2S+1**: 1

Each line ends with the Mulliken charge.
Element x y z (Å)
O -4.317 -1.404 -2.086  -0.599
C -3.426 -1.070 -1.378  0.536
O -2.176 -0.728 -1.719  -0.162
B -1.380 -0.464 -0.502  0.767
O -2.281 -0.703 0.611  -0.508
C -3.466 -1.079 0.173  0.040
O -4.408 -1.426 0.822  -0.691
O -0.910 0.943 -0.524  -0.082
C 0.387 0.975 -0.655  0.559
O 1.068 1.956 -0.821  -1.022
C 0.891 -0.485 -0.670  0.103
O -0.157 -1.262 -0.478  0.150
O 2.033 -0.835 -0.745  -0.407
C 0.356 1.957 2.801  -1.375
C 0.725 0.806 3.707  0.254
C 1.000 -0.431 2.876  0.839
O 1.841 1.199 4.514  -0.678
H -0.535 1.767 2.191  0.171
H 1.118 2.203 2.054  0.579
H 0.109 2.840 3.390  0.403
H -0.103 0.601 4.393  0.378
H 1.820 -0.242 2.176  -0.784
H 0.049 -0.637 2.375  -0.500
H 1.280 -1.341 3.407  0.312
H 2.330 1.887 4.053  0.371
C 4.112 -2.797 3.832  -1.306
C 3.609 -3.801 2.801  0.659
C 3.169 -3.189 1.483  -0.272
O 4.684 -4.741 2.614  -0.612
H 4.004 -3.272 4.811  0.356
H 3.447 -1.934 3.866  0.272
H 5.143 -2.500 3.671  0.342
H 2.780 -4.376 3.229  0.186
H 3.836 -3.439 0.656  0.368
H 3.112 -2.102 1.519  -0.472
H 2.177 -3.533 1.177  0.188
H 4.462 -5.324 1.883  0.298
C 0.342 4.966 1.053  -0.233
C 0.547 6.445 0.796  -0.505
O 1.323 6.664 -0.377  -0.568
H 1.212 4.364 0.778  0.202
H -0.424 4.568 0.379  -0.095
H 0.045 4.775 2.082  0.361
H 1.046 6.909 1.650  0.371
H -0.435 6.927 0.702  0.208
H 1.114 5.905 -0.943  0.402
C -4.294 3.652 -1.759  -1.525
C -2.817 3.407 -1.651  1.234
O -2.212 3.528 -2.919  -0.607
H -4.497 4.702 -1.989  0.379
H -4.822 3.366 -0.850  0.358
H -4.754 3.101 -2.584  0.338
H -2.605 2.484 -1.080  -0.433
H -2.347 4.114 -0.938  -0.115
H -1.264 3.638 -2.823  0.268
C -1.774 -3.333 3.112  -0.547
C -1.766 -4.302 1.943  0.089
O -1.937 -5.593 2.539  -0.573
H -1.999 -2.321 2.768  -0.113
H -0.794 -3.308 3.590  0.220
H -2.536 -3.622 3.832  0.408
H -0.822 -4.297 1.385  0.048
H -2.532 -4.025 1.210  0.204
H -2.137 -6.246 1.863  0.297
C 4.905 1.235 1.678  -0.635
C 4.938 1.245 0.164  0.022
O 4.805 -0.091 -0.332  -0.536
H 5.572 0.457 2.052  0.274
H 3.899 1.038 2.053  -0.113
H 5.237 2.187 2.104  0.421
H 5.892 1.608 -0.216  0.344
H 4.113 1.853 -0.218  -0.043
H 3.872 -0.261 -0.505  0.350
C 4.088 -2.683 -2.574  -0.373
C 4.239 -2.514 -4.068  -0.565
O 2.984 -2.744 -4.713  -0.481
H 3.132 -2.248 -2.278  -0.165
H 4.815 -2.042 -2.068  0.232
H 4.173 -3.713 -2.246  0.378
H 5.004 -3.207 -4.446  0.290
H 4.613 -1.517 -4.319  0.359
H 2.922 -2.229 -5.522  0.267
C -2.759 -0.104 -5.458  -0.604
O -2.416 -1.205 -4.648  -0.463
H -3.460 0.565 -4.944  0.227
H -1.874 0.523 -5.662  0.242
H -3.144 -0.438 -6.417  0.274
H -2.185 -0.866 -3.778  0.320
C 0.965 4.046 -3.446  -0.907
O 0.718 4.361 -2.086  -0.385
H 1.674 4.754 -3.882  0.281
H 1.324 3.023 -3.557  0.239
H 0.063 4.177 -4.057  0.382
H 0.857 3.583 -1.523  0.599
C 0.013 -2.950 -3.299  -0.226
O 0.028 -3.339 -4.646  -0.568
H -1.003 -2.749 -2.960  0.101
H 0.355 -3.744 -2.611  0.297
H 0.643 -2.080 -3.089  0.033
H 0.920 -3.168 -4.965  0.404
C -3.463 1.147 3.526  -0.237
O -2.729 2.183 4.146  -0.538
H -3.984 1.580 2.675  0.165
H -2.811 0.350 3.146  -0.018
H -4.200 0.663 4.176  0.373
H -2.195 1.852 4.872  0.305
C -7.970 -1.402 0.179  -0.622
O -6.927 -2.306 -0.152  -0.533
H -8.582 -1.181 -0.707  0.246
H -8.646 -1.866 0.900  0.228
H -7.564 -0.460 0.551  0.237
H -6.096 -1.813 -0.105  0.389

C25H68N5O17 | wB97M-V/def2-TZVPD

Values from the calculation:
**Charge**: -1
**LUMO**: 1.029 eV
**Relative energy (zero: lowest compared OMol25 entry of this formula, charge and spin)**: 0.0 kcal per mole
**HOMO energy**: -0.190 hartree
**2S+1**: 1

Each line ends with the Mulliken charge.
Element x y z (Å)
C 2.702 -5.901 -3.241  -0.870
N 3.060 -5.004 -2.125  0.446
C 3.580 -5.761 -0.851  -0.918
C 4.028 -3.878 -2.390  -0.927
C 1.679 -4.435 -1.626  -0.952
C 0.991 -3.369 -2.537  -0.299
O 1.686 -2.111 -2.534  -0.547
H 2.507 -5.293 -4.125  0.371
H 1.828 -6.481 -2.946  0.326
H 3.575 -6.406 -3.654  0.344
H 2.857 -6.515 -0.539  0.385
H 3.822 -5.165 0.028  0.347
H 4.363 -6.443 -1.182  0.386
H 4.227 -3.362 -1.451  0.206
H 3.703 -3.250 -3.220  0.346
H 4.958 -4.342 -2.718  0.497
H 1.879 -3.891 -0.702  0.304
H 0.979 -5.246 -1.424  0.482
H 0.041 -3.153 -2.049  0.333
H 0.814 -3.704 -3.559  0.259
H 1.083 -1.441 -2.202  -0.180
O -1.697 0.548 1.819  0.235
C -0.985 0.755 0.571  -0.910
C -0.213 -0.380 -0.351  -0.304
O 0.388 -0.127 -1.591  -0.217
H -0.337 1.631 0.604  0.053
H -1.790 1.118 -0.068  0.156
H -0.940 -1.160 -0.577  0.624
H 0.484 -0.876 0.324  0.544
C -1.005 -4.107 1.812  -0.584
C -1.224 -2.956 2.725  -0.029
O -0.140 -1.973 2.666  -0.469
O -1.010 -3.770 0.431  -0.508
H -1.819 -4.818 1.955  0.353
H -0.051 -4.628 1.887  0.239
H -1.414 -3.227 3.763  0.391
H -2.055 -2.273 2.547  -0.056
H -0.493 -1.093 2.516  0.001
H -0.662 -2.877 0.485  0.104
C 0.837 3.740 -1.796  -0.206
C -0.183 4.483 -2.767  -0.311
O 0.091 5.891 -2.828  -0.587
O 1.200 2.487 -2.398  -0.673
H 0.369 3.659 -0.815  0.061
H 1.740 4.348 -1.758  0.424
H -1.238 4.376 -2.514  0.223
H -0.081 4.199 -3.814  0.302
H 0.394 6.148 -1.954  0.301
H 0.733 1.683 -2.159  0.152
C -4.602 -0.662 -0.120  0.280
C -6.054 -0.060 0.099  -0.498
O -6.887 -1.112 0.630  -0.600
O -3.942 -1.158 1.040  -0.633
H -4.138 0.258 -0.475  -0.237
H -4.511 -1.305 -0.996  0.226
H -6.401 0.418 -0.818  0.411
H -5.862 0.757 0.794  0.176
H -6.535 -1.255 1.511  0.344
H -3.144 -0.645 1.190  -0.032
C -2.808 4.089 0.981  0.660
C -3.821 3.234 1.661  -0.221
O -3.391 2.478 2.807  -0.532
O -2.760 5.380 1.642  -0.581
H -3.292 4.231 0.014  0.349
H -1.808 3.671 0.865  -0.778
H -4.128 2.580 0.845  -0.094
H -4.710 3.777 1.980  0.442
H -3.006 1.714 2.370  0.167
H -3.614 5.806 1.541  0.350
C 1.566 4.428 3.105  -0.667
C 0.258 4.625 2.422  0.859
O -0.277 5.899 2.633  -0.687
O 1.303 3.949 4.404  -0.587
H 2.029 5.401 3.270  0.419
H 2.253 3.837 2.499  0.271
H -0.397 3.754 2.455  -0.359
H 0.461 4.768 1.361  -0.032
H -1.106 5.874 2.150  0.454
H 0.693 4.545 4.844  0.312
O 5.143 -0.758 -3.068  -0.634
C 4.504 0.276 -3.091  0.649
N 3.244 0.456 -2.643  0.211
C 5.299 1.528 -3.616  -1.164
H 2.661 -0.314 -2.345  0.002
H 2.840 1.312 -2.291  0.304
H 6.070 1.855 -2.918  0.300
H 4.658 2.393 -3.787  0.289
H 5.875 1.250 -4.499  0.340
O -4.052 -1.363 -3.312  -0.732
C -2.803 -1.187 -3.477  0.645
N -2.265 -0.072 -3.081  -0.092
C -2.058 -2.234 -4.267  -0.797
H -1.312 0.049 -2.768  -0.006
H -2.808 0.730 -2.795  0.231
H -1.012 -1.928 -4.237  0.102
H -2.231 -2.312 -5.340  0.425
H -2.280 -3.201 -3.815  0.191
O 5.052 0.347 2.091  -0.737
C 3.877 0.152 1.694  0.500
N 3.508 0.110 0.381  0.009
C 2.760 0.119 2.679  -0.540
H 4.169 -0.060 -0.363  0.080
H 2.523 -0.068 0.249  -0.004
H 1.911 0.753 2.424  -0.048
H 3.049 0.411 3.689  0.375
H 2.380 -0.901 2.735  0.245
O -0.774 1.470 6.528  -0.761
C -1.184 1.130 5.447  0.712
N -0.738 1.765 4.413  0.180
C -2.220 0.076 5.368  -0.194
H 0.067 2.374 4.389  0.077
H -1.183 1.598 3.521  -0.235
H -2.339 -0.579 6.231  0.362
H -1.815 -0.547 4.570  -0.308
H -3.146 0.448 4.932  0.198

C25H68NO24P6S | wB97M-V/def2-TZVPD

Values from the calculation:
**Charge**: +1
**LUMO**: -4.481 eV
**HOMO energy**: -0.395 hartree
**2S+1**: 1

Each line ends with the Mulliken charge.
Element x y z (Å)
S -0.136 2.688 0.012  -0.233
C 0.197 4.466 -0.087  -0.699
C 1.378 4.907 0.778  -1.254
C 2.708 4.202 0.471  0.430
C 3.220 4.525 -0.916  -0.133
C 4.565 5.303 -1.074  -0.366
C 4.588 5.298 -2.569  -0.214
N 4.055 4.212 -2.998  0.077
C 3.584 3.364 -1.872  -0.655
H 0.629 2.207 -0.975  0.051
H 0.337 4.716 -1.138  0.403
H -0.697 5.007 0.214  0.733
H 1.531 5.966 0.549  0.379
H 1.145 4.806 1.834  0.449
H 3.409 4.607 1.203  -0.477
H 2.630 3.131 0.651  0.152
H 2.529 5.121 -1.518  0.286
H 4.487 6.268 -0.585  0.324
H 5.419 4.702 -0.749  0.266
H 4.984 6.067 -3.217  0.458
H 3.984 3.991 -3.984  0.296
H 2.720 2.757 -2.108  0.370
H 4.445 2.837 -1.463  0.366
C 5.995 -2.637 2.141  -0.711
O 4.603 -2.335 1.943  -0.353
P 4.145 -0.810 2.171  1.194
O 4.816 -0.161 1.011  -0.718
O 4.886 -0.492 3.561  -0.126
C 4.521 -1.226 4.742  -0.857
O 2.925 0.242 2.385  -0.361
C 1.712 0.075 1.627  -0.823
H 6.274 -3.317 1.341  0.265
H 6.610 -1.743 2.097  0.316
H 6.131 -3.136 3.100  0.283
H 5.435 -1.531 5.247  0.265
H 3.939 -2.118 4.505  0.379
H 3.944 -0.581 5.402  0.264
H 1.204 -0.857 1.872  0.492
H 1.935 0.110 0.558  0.305
H 1.069 0.908 1.886  0.159
C 6.181 2.973 3.539  -0.384
O 7.493 3.483 3.251  -0.290
P 7.979 4.738 4.097  1.013
O 8.166 4.392 5.502  -0.681
O 6.682 5.702 3.914  -0.425
C 6.174 5.976 2.622  -0.686
O 9.024 5.841 3.622  -0.262
C 10.340 5.420 3.194  -0.715
H 6.236 1.888 3.526  0.250
H 5.813 3.305 4.506  0.367
H 5.493 3.295 2.756  0.005
H 5.087 5.875 2.653  0.222
H 6.568 5.286 1.869  0.272
H 6.428 6.999 2.338  0.433
H 10.278 4.784 2.311  0.299
H 10.849 4.891 4.000  0.352
H 10.897 6.317 2.944  0.233
C -6.652 5.001 -0.446  -0.903
O -5.610 4.071 -0.787  -0.005
P -4.570 4.531 -1.941  1.027
O -3.821 5.590 -1.222  -0.738
O -5.631 5.107 -2.996  -0.360
C -6.602 4.235 -3.593  -0.716
O -3.479 4.084 -3.061  -0.387
C -2.507 3.081 -2.704  -0.446
H -6.744 4.971 0.638  0.290
H -6.410 6.010 -0.765  0.417
H -7.592 4.683 -0.895  0.288
H -7.568 4.733 -3.561  0.254
H -6.682 3.285 -3.061  0.329
H -6.328 4.047 -4.629  0.264
H -2.996 2.133 -2.477  0.335
H -1.931 3.407 -1.839  0.107
H -1.846 2.937 -3.555  0.310
C -3.769 2.193 0.755  -0.933
O -3.678 1.293 1.873  -0.428
P -4.178 -0.199 1.622  1.039
O -3.267 -0.874 0.690  -0.567
O -5.578 0.155 0.888  -0.364
C -6.523 1.022 1.515  -0.665
O -4.866 -1.259 2.599  -0.282
C -4.184 -1.667 3.809  -0.737
H -2.849 2.771 0.738  0.318
H -3.876 1.654 -0.185  0.562
H -4.607 2.868 0.889  0.317
H -6.876 1.735 0.771  0.085
H -6.084 1.575 2.348  0.382
H -7.365 0.434 1.878  0.315
H -4.047 -0.822 4.482  0.309
H -3.219 -2.115 3.571  0.319
H -4.813 -2.406 4.296  0.257
C 0.497 -6.362 1.070  -0.604
O -0.639 -5.505 0.872  -0.374
P -1.204 -5.366 -0.613  1.060
O -1.768 -6.635 -1.072  -0.569
O 0.223 -5.076 -1.354  -0.411
C 1.060 -4.026 -0.896  -0.712
O -1.915 -4.137 -1.330  -0.271
C -3.153 -3.617 -0.765  -0.672
H 0.314 -6.913 1.989  0.285
H 0.625 -7.058 0.245  0.333
H 1.394 -5.756 1.187  0.185
H 2.083 -4.398 -0.842  0.261
H 0.768 -3.668 0.094  0.298
H 1.020 -3.196 -1.604  0.298
H -2.983 -3.220 0.231  0.308
H -3.913 -4.399 -0.741  0.363
H -3.487 -2.807 -1.402  0.222
C -3.724 -8.190 -5.932  -0.624
O -4.485 -9.341 -5.540  -0.342
P -5.699 -9.099 -4.539  0.977
O -6.769 -8.339 -5.184  -0.686
O -4.960 -8.210 -3.419  -0.298
C -3.736 -8.662 -2.826  -0.608
O -6.294 -10.163 -3.508  -0.260
C -6.722 -11.449 -4.002  -0.722
H -3.520 -8.297 -6.994  0.274
H -4.270 -7.267 -5.755  0.330
H -2.783 -8.173 -5.384  0.239
H -3.039 -7.828 -2.797  0.243
H -3.288 -9.480 -3.393  0.368
H -3.930 -8.992 -1.807  0.250
H -5.884 -12.003 -4.426  0.306
H -7.505 -11.327 -4.751  0.347
H -7.117 -12.003 -3.156  0.228

The highest LUMO belongs to which entry?
C25H66BO20